No. 1
22
Properties=species:S:1:pos:R:3 method="wB97M-V/def2-TZVPD" spin_multiplicity=1 e_lumo_ev=0.970 relative_energy_kj_mol=140.8 smiles=CN[C@@](N)(O)C(C)C
C 2.212 -0.110 0.723
N 1.048 0.745 0.863
C -0.286 0.185 0.814
N -0.439 -0.927 1.729
O -1.089 1.232 1.309
C -0.817 -0.276 -0.605
C -1.789 0.759 -1.178
C 0.248 -0.565 -1.654
H 2.004 -1.064 0.229
H 2.614 -0.334 1.718
H 2.987 0.404 0.159
H 1.085 1.572 0.285
H -0.087 -0.648 2.639
H 0.095 -1.731 1.422
H -1.850 0.826 1.739
H -1.379 -1.199 -0.421
H -1.304 1.729 -1.260
H -2.115 0.448 -2.167
H -2.667 0.873 -0.553
H 0.827 -1.454 -1.413
H -0.230 -0.741 -2.616
H 0.930 0.278 -1.764



No. 2
38
Properties=species:S:1:pos:R:3 method="wB97M-V/def2-TZVPD" spin_multiplicity=1 e_lumo_ev=0.347 relative_energy_kj_mol=2.6 smiles="CCOC(=O)CC(=O)c1cc(OC)c(OC)c(OC)c1"
C 5.829 0.691 1.459
C 4.731 -0.254 1.011
O 4.019 0.365 -0.064
C 2.967 -0.284 -0.540
O 2.606 -1.367 -0.151
C 2.277 0.525 -1.619
C 1.286 1.495 -0.962
O 1.606 2.644 -0.766
C -0.040 0.964 -0.600
C -0.324 -0.401 -0.560
C -1.575 -0.842 -0.164
O -1.878 -2.167 -0.021
C -0.872 -3.121 -0.278
C -2.605 0.078 0.134
O -3.861 -0.308 0.524
C -4.462 -1.443 -0.066
C -2.315 1.453 0.087
O -3.161 2.477 0.373
C -4.544 2.283 0.569
C -1.035 1.871 -0.262
H 6.515 0.884 0.638
H 6.377 0.250 2.286
H 5.397 1.635 1.779
H 4.028 -0.466 1.824
H 5.141 -1.208 0.658
H 1.764 -0.141 -2.309
H 3.027 1.125 -2.133
H 0.448 -1.118 -0.769
H 0.007 -2.965 0.353
H -0.571 -3.112 -1.330
H -1.322 -4.084 -0.041
H -5.535 -1.306 0.075
H -4.145 -2.366 0.421
H -4.240 -1.504 -1.134
H -4.749 1.668 1.447
H -5.018 1.834 -0.308
H -4.947 3.285 0.721
H -0.827 2.928 -0.283



No. 3
11
Properties=species:S:1:pos:R:3 method="wB97M-V/def2-TZVPD" spin_multiplicity=1 e_lumo_ev=1.087 relative_energy_kj_mol=68.5 smiles=Nc1cn[nH]c1
N -1.810 -0.409 -0.329
C -0.462 -0.060 -0.106
C 0.086 1.213 0.183
N 1.409 1.174 0.276
N 1.718 -0.105 0.066
C 0.637 -0.890 -0.180
H -2.422 0.390 -0.226
H -2.128 -1.135 0.301
H -0.438 2.152 0.317
H 2.685 -0.383 0.087
H 0.725 -1.946 -0.388



No. 4
113
Properties=species:S:1:pos:R:3 method="wB97M-V/def2-TZVPD" spin_multiplicity=1 e_lumo_ev=1.822 relative_energy_kj_mol=471.1 total_charge=-1
Cl 0.222 -0.513 -0.402
O 0.000 0.370 0.660
O 0.683 0.306 -1.487
O 1.453 -1.212 0.057
O -0.894 -1.332 -0.727
O -6.018 -2.802 -2.397
C -4.881 -3.164 -2.761
O -4.601 -4.538 -2.891
C -3.213 -4.688 -3.009
C -2.665 -3.284 -2.989
C -3.686 -2.252 -3.126
H -3.033 -5.087 -4.008
H -2.679 -5.362 -2.340
H -1.791 -3.086 -3.610
H -2.286 -3.231 -1.968
H -3.776 -1.924 -4.161
H -3.406 -1.355 -2.572
O 5.148 -3.768 0.912
C 5.881 -3.837 1.904
O 6.863 -4.529 2.032
C 7.421 -4.570 3.331
C 6.213 -4.098 4.048
C 5.584 -3.079 3.119
H 8.275 -3.898 3.413
H 7.757 -5.578 3.576
H 6.443 -3.551 4.962
H 5.466 -4.848 4.309
H 6.062 -2.100 3.089
H 4.538 -2.825 3.295
O -6.916 -1.414 0.821
C -6.098 -1.843 1.580
O -6.368 -2.073 2.841
C -5.203 -2.522 3.523
C -4.049 -2.569 2.567
C -4.646 -2.091 1.267
H -5.448 -3.568 3.704
H -4.950 -1.875 4.363
H -3.666 -3.590 2.555
H -3.218 -1.901 2.791
H -4.638 -2.852 0.486
H -4.236 -1.155 0.887
O -2.432 6.566 1.543
C -1.436 5.908 1.624
O -1.350 4.699 1.051
C -0.210 3.927 1.495
C 0.486 4.815 2.502
C -0.185 6.081 2.384
H 0.389 3.590 0.649
H -0.605 3.097 2.080
H 1.558 4.854 2.307
H 0.339 4.415 3.505
H 0.414 6.862 1.916
H -0.374 6.343 3.425
O 4.328 1.720 -2.681
C 4.183 1.971 -1.494
O 3.968 1.094 -0.503
C 3.786 1.712 0.794
C 3.490 3.221 0.447
C 4.201 3.318 -0.877
H 4.700 1.746 1.388
H 3.140 1.067 1.389
H 3.662 3.891 1.289
H 2.408 3.315 0.347
H 5.200 3.753 -0.853
H 3.673 3.921 -1.616
O -6.887 0.431 -1.373
C -5.865 1.089 -1.025
O -4.732 0.555 -1.237
C -3.671 1.299 -0.758
C -4.318 2.442 0.026
C -5.837 2.484 -0.395
H -3.337 1.795 -1.669
H -2.913 0.780 -0.172
H -3.745 3.369 0.023
H -4.257 2.109 1.062
H -6.013 3.396 -0.965
H -6.624 2.513 0.358
O 1.739 2.503 3.619
C 1.699 1.301 3.787
O 2.843 0.599 3.737
C 2.615 -0.811 3.515
C 1.209 -1.003 4.125
C 0.512 0.426 4.183
H 3.254 -1.515 4.049
H 2.630 -1.040 2.450
H 1.242 -1.307 5.171
H 0.754 -1.884 3.673
H 0.171 0.675 5.188
H -0.320 0.458 3.480
O 2.782 -0.319 -4.598
C 2.421 -1.342 -4.067
O 3.234 -2.165 -3.418
C 2.498 -3.308 -2.981
C 1.319 -3.403 -3.858
C 1.102 -2.009 -4.311
H 2.245 -3.261 -1.922
H 3.039 -4.248 -3.088
H 0.532 -3.944 -3.333
H 1.650 -4.031 -4.685
H 0.232 -1.757 -3.704
H 0.921 -1.958 -5.385
O 1.930 2.161 -5.023
C 0.999 2.538 -4.344
O 1.287 3.323 -3.410
C 0.181 3.687 -2.670
C -0.930 3.453 -3.645
C -0.485 2.366 -4.572
H 0.201 4.715 -2.307
H 0.253 2.979 -1.844
H -1.053 4.283 -4.341
H -1.898 3.175 -3.229
H -0.763 2.427 -5.624
H -0.815 1.378 -4.250



No. 5
51
Properties=species:S:1:pos:R:3 method="wB97M-V/def2-TZVPD" spin_multiplicity=1 e_lumo_ev=0.412 relative_energy_kj_mol=290.9 smiles="CNC(=O)[C@H](Cc1ccc(O)cc1)NC(C)=O.NCCOCCO"
C -0.226 1.580 -0.121
N -0.321 0.163 -0.470
C -0.466 -0.837 0.410
O -0.417 -0.643 1.619
C -0.675 -2.262 -0.154
C -2.089 -2.458 -0.736
C -2.582 -1.315 -1.603
C -3.534 -0.417 -1.082
C -3.936 0.704 -1.832
C -3.377 0.931 -3.107
O -3.751 2.015 -3.833
C -2.419 0.035 -3.627
C -2.024 -1.091 -2.878
N -0.440 -3.291 0.871
C -0.005 -4.539 0.708
C 0.364 -5.041 -0.675
O 0.106 -5.288 1.664
H 0.471 2.083 -0.793
H -1.209 2.045 -0.211
H 0.123 1.698 0.907
H -0.433 -0.062 -1.448
H 0.045 -2.383 -0.963
H -2.115 -3.375 -1.324
H -2.787 -2.588 0.093
H -3.945 -0.576 -0.093
H -4.663 1.391 -1.426
H -4.468 2.498 -3.420
H -2.001 0.223 -4.605
H -1.294 -1.779 -3.282
H -0.602 -3.012 1.829
H -0.516 -5.045 -1.312
H 1.141 -4.410 -1.098
H 0.742 -6.059 -0.584
N 2.135 -0.259 3.138
C 3.356 0.024 2.370
C 3.115 1.079 1.283
O 2.498 2.246 1.848
C 2.705 3.439 1.082
C 2.049 4.604 1.815
O 2.416 5.841 1.193
H 1.373 -0.577 2.528
H 1.837 0.580 3.638
H 4.134 0.382 3.052
H 3.718 -0.898 1.905
H 4.073 1.329 0.814
H 2.463 0.660 0.511
H 3.777 3.634 0.979
H 2.276 3.337 0.081
H 0.961 4.480 1.802
H 2.380 4.607 2.859
H 2.038 6.596 1.676



No. 6
20
Properties=species:S:1:pos:R:3 method="wB97M-V/def2-TZVPD" spin_multiplicity=1 e_lumo_ev=-0.552 relative_energy_kj_mol=299.2
C -0.455 2.056 1.924
C 0.851 1.632 2.171
C -1.195 1.527 0.870
C 1.410 0.613 1.475
C -0.688 0.484 0.086
C 0.621 0.036 0.453
C -1.424 -0.060 -1.070
C -1.635 -2.092 -2.286
O -2.185 0.455 -1.846
O 1.607 -1.201 -1.761
O -1.105 -1.326 -1.214
O -0.748 -2.126 -3.183
P 1.264 -1.373 -0.355
H -0.916 2.966 2.281
H 1.426 1.993 2.962
H -2.142 1.996 0.711
H 2.413 0.234 1.551
H 0.095 -1.486 -3.169
H 2.317 -1.733 0.501
H 0.487 -2.598 -0.101



No. 7
178
Properties=species:S:1:pos:R:3 method="wB97M-V/def2-TZVPD" spin_multiplicity=2 e_lumo_ev="2.038 / 2.035" relative_energy_kj_mol=0.0 total_charge=-1
Ca -2.162 -0.940 -2.855
C 0.811 2.025 -1.002
F 1.701 2.052 0.013
F -0.135 2.921 -0.755
F 1.381 2.213 -2.189
S 0.057 0.246 -0.815
O 0.479 -0.525 -2.038
O 0.486 -0.369 0.452
N -1.678 0.506 -1.196
S -2.239 0.748 0.250
O -2.731 -0.490 0.830
O -1.444 1.632 1.104
C -3.913 1.715 -0.161
F -4.371 2.131 1.037
F -3.685 2.811 -0.942
F -4.866 0.967 -0.754
C -5.877 -0.149 -4.443
F -5.136 0.895 -4.188
F -6.712 -0.179 -3.416
F -6.548 -0.134 -5.659
S -4.830 -1.711 -4.452
O -5.602 -2.759 -5.024
O -3.608 -1.386 -5.257
N -4.179 -1.947 -2.831
S -5.316 -2.846 -2.366
O -6.770 -2.591 -2.486
O -4.975 -4.235 -2.668
C -5.127 -2.785 -0.457
F -5.107 -1.551 -0.034
F -6.210 -3.495 0.029
F -4.037 -3.416 -0.095
C 4.713 -8.484 -3.821
O 3.806 -7.369 -4.005
C 4.235 -6.097 -3.465
C 2.929 -5.413 -3.079
N 2.234 -4.746 -4.102
C 2.796 -3.504 -4.706
C 3.195 -2.525 -3.633
O 3.247 -1.192 -4.163
C 3.696 -0.272 -3.168
H 4.584 -9.048 -2.898
H 5.757 -8.205 -3.962
H 4.402 -9.197 -4.584
H 4.929 -5.580 -4.128
H 4.718 -6.466 -2.560
H 3.145 -4.779 -2.219
H 2.293 -6.233 -2.748
H 2.328 -5.322 -4.926
H 2.041 -3.071 -5.362
H 3.576 -3.620 -5.459
H 4.132 -2.955 -3.277
H 2.385 -2.539 -2.904
H 3.435 0.702 -3.581
H 4.755 -0.239 -2.912
H 3.142 -0.314 -2.230
C -1.175 -3.504 -0.455
O -1.418 -3.056 -1.784
C -0.656 -3.854 -2.721
C -0.735 -3.402 -4.162
N -0.578 -2.007 -4.165
C -0.499 -1.411 -5.548
C -0.200 0.073 -5.265
O -1.105 0.658 -4.331
C -1.168 2.101 -4.342
H -0.124 -3.557 -0.174
H -1.730 -4.408 -0.205
H -1.645 -2.746 0.172
H -0.863 -4.909 -2.545
H 0.390 -3.829 -2.414
H -1.701 -3.707 -4.566
H -0.102 -3.784 -4.963
H 0.360 -1.963 -3.794
H -1.420 -1.372 -6.130
H 0.243 -1.761 -6.266
H -0.217 0.351 -6.319
H 0.795 0.202 -4.840
H -0.264 2.493 -3.875
H -2.016 2.542 -3.819
H -1.257 2.691 -5.254
C -1.224 7.116 3.842
O -0.466 6.474 2.827
C -1.123 5.465 2.034
C -2.261 5.808 1.049
N -3.550 5.978 1.718
C -4.574 6.286 0.750
C -5.837 6.771 1.485
O -5.481 7.900 2.221
C -6.637 8.273 3.047
H -2.084 6.524 4.155
H -1.669 8.014 3.413
H -0.584 7.316 4.702
H -1.351 4.664 2.737
H -0.239 4.987 1.613
H -2.370 5.076 0.249
H -1.959 6.709 0.514
H -3.476 6.585 2.521
H -4.841 5.374 0.215
H -4.323 7.003 -0.032
H -6.145 5.987 2.176
H -6.626 7.095 0.806
H -6.558 9.224 3.573
H -6.835 7.436 3.717
H -7.491 8.386 2.379
C -0.745 1.834 5.104
O 0.519 1.340 5.332
C 1.297 1.220 4.173
C 0.875 -0.056 3.462
N 0.863 -1.164 4.388
C 0.138 -2.487 4.134
C 0.842 -3.270 3.085
O 0.523 -4.605 3.072
C -0.776 -4.957 2.769
H -1.374 1.031 4.720
H -0.806 2.656 4.392
H -1.243 2.140 6.025
H 2.326 1.065 4.497
H 1.304 2.138 3.586
H 1.526 -0.422 2.668
H -0.055 0.051 2.904
H 0.600 -0.818 5.300
H -0.919 -2.328 3.924
H 0.207 -2.969 5.110
H 1.923 -3.339 3.204
H 0.661 -2.931 2.065
H -1.110 -4.291 1.973
H -1.441 -4.662 3.580
H -0.841 -6.020 2.537
C 4.938 -4.031 0.241
C 4.802 -2.539 0.808
C 5.952 -1.722 0.271
O 5.910 -0.378 0.752
C 6.445 0.010 2.017
N 3.539 -1.884 0.510
H 4.059 -4.571 0.593
H 5.912 -4.364 0.599
H 4.869 -4.174 -0.837
H 4.893 -2.616 1.891
H 5.953 -1.666 -0.818
H 6.941 -2.058 0.583
H 7.535 0.005 2.001
H 6.196 -0.586 2.895
H 5.921 0.916 2.319
H 2.871 -1.833 1.266
H 3.824 -0.919 0.431
C 4.951 2.706 -0.588
C 6.261 3.520 -0.576
C 7.168 3.146 0.742
O 6.427 3.558 1.870
C 6.278 5.003 2.155
N 6.972 3.126 -1.792
H 4.174 3.221 -1.153
H 4.579 2.629 0.433
H 5.237 1.748 -1.023
H 6.065 4.584 -0.705
H 8.193 3.512 0.669
H 7.231 2.076 0.942
H 5.768 5.501 1.330
H 7.290 5.358 2.346
H 5.652 5.099 3.042
H 6.837 3.819 -2.514
H 7.955 3.271 -1.612
C -5.068 -1.425 5.061
C -5.034 -1.351 3.540
C -5.273 0.041 2.983
O -4.122 0.829 3.406
C -4.569 2.055 4.017
N -3.623 -1.822 3.334
H -5.981 -1.097 5.558
H -4.272 -0.857 5.542
H -4.953 -2.486 5.281
H -5.648 -2.126 3.082
H -6.199 0.383 3.445
H -5.334 0.165 1.902
H -5.070 1.949 4.979
H -5.212 2.639 3.358
H -3.748 2.722 4.279
H -3.262 -0.990 2.888
H -3.861 -2.435 2.567